1.
Computed, not measured: a molecular structure, C32H45N4SSbSi3W in a non-equilibrium geometry, with ωB97M-V/def2-TZVPD.

Each line ends with the Mulliken charge.
Geometry (Å):
W 0.757415 -0.688646 -0.580316  1.95
N 0.123744 -2.446469 0.505770  -0.53
C -0.226577 -3.377937 1.083201  0.63
C -0.657479 -4.527693 1.796200  0.24
C -1.236326 -4.382560 3.061098  -0.53
C -1.665925 -5.510908 3.731178  -0.66
C -1.514141 -6.764860 3.149438  -0.38
C -0.932105 -6.904809 1.894927  -0.72
C -0.501879 -5.787102 1.206369  -0.26
H -1.339231 -3.400499 3.502937  0.48
H -2.116746 -5.418444 4.709254  0.42
H -1.852371 -7.643791 3.681666  0.42
H -0.815189 -7.886025 1.456818  0.43
H -0.045265 -5.875866 0.229619  0.41
N 2.436318 -0.829717 -1.046776  -0.34
C 3.070739 -0.171590 0.058930  -0.57
C 3.049133 1.225406 0.149809  0.36
C 3.615940 1.876854 1.233995  -0.75
C 4.224452 1.130152 2.235172  -0.53
C 4.251918 -0.259760 2.153568  -0.73
C 3.668046 -0.917641 1.082916  0.12
H 2.698044 1.781389 -0.710298  0.34
H 3.594978 2.956806 1.286907  0.49
H 4.695238 1.626343 3.073388  0.42
H 4.741192 -0.834913 2.928242  0.42
H 3.709415 -1.996123 0.999238  0.51
S -1.930284 3.485342 3.688548  -0.15
C -1.201600 2.110793 2.905099  0.77
C -1.968078 1.420293 1.949018  -1.00
C -1.356002 0.409555 1.259834  -0.32
N -0.063331 0.080082 1.366741  0.09
C 0.646314 0.682561 2.334312  -1.39
C 0.108658 1.671282 3.128827  -0.52
C -0.915494 3.658950 5.142794  0.03
C -1.202439 2.913603 6.275421  -0.01
C -0.393355 3.093789 7.390508  -0.38
N 0.629571 3.941708 7.424020  -0.54
C 0.878546 4.663281 6.336573  -0.34
C 0.135196 4.563202 5.166607  -0.08
H -3.010794 1.653464 1.786785  0.52
H -1.932141 -0.201720 0.568861  0.56
H 1.672606 0.362392 2.454634  0.86
H 0.713859 2.114186 3.907380  0.52
H -2.031218 2.219365 6.298221  0.42
H -0.583579 2.532296 8.297602  0.38
H 1.707907 5.358110 6.398682  0.38
H 0.362992 5.181845 4.309025  0.42
C 1.167282 -4.053897 -1.996044  -1.34
Si 0.109692 -2.536738 -2.342380  0.72
C 0.390085 -2.014168 -4.123999  -0.91
C -1.723722 -2.942998 -2.117596  -1.05
Sb -0.246285 0.906801 -2.279195  -1.52
Si -2.742113 1.544553 -2.772405  0.66
C -2.659425 3.390237 -2.525649  -1.11
C -3.758241 0.645730 -1.496689  -0.66
C -3.052445 0.950136 -4.509800  -1.05
Si 1.329879 2.083936 -4.007286  0.90
C 1.286299 3.820164 -3.285392  -1.18
C 0.445870 1.866975 -5.644063  -1.11
C 2.973071 1.201503 -3.876442  -0.98
H 0.579123 -4.953689 -2.195431  0.41
H 1.551773 -4.109644 -0.978632  0.34
H 2.029288 -4.071244 -2.665164  0.37
H 0.268904 -2.881030 -4.780244  0.50
H 1.390368 -1.609635 -4.291753  0.29
H -0.344509 -1.262471 -4.427369  0.01
H -1.863217 -3.956334 -1.735178  0.45
H -2.235125 -2.890637 -3.081875  0.39
H -2.243869 -2.267491 -1.435954  0.14
H -2.083298 3.647808 -1.635139  0.33
H -3.664505 3.798891 -2.390499  0.43
H -2.212592 3.888748 -3.387218  0.33
H -3.520438 0.999942 -0.494590  -0.08
H -3.576488 -0.428975 -1.549834  0.23
H -4.825992 0.808039 -1.661956  0.49
H -2.509999 0.027446 -4.721286  0.29
H -2.769906 1.696153 -5.252945  0.34
H -4.115754 0.732536 -4.639068  0.44
H 1.126229 4.565447 -4.067664  0.43
H 2.237141 4.053774 -2.802674  0.35
H 0.496914 3.952448 -2.544889  0.29
H -0.206341 0.994217 -5.633865  0.26
H 1.167648 1.719348 -6.450350  0.44
H -0.153027 2.743738 -5.896458  0.34
H 2.933749 0.376353 -3.163805  0.19
H 3.761599 1.884745 -3.555447  0.37
H 3.261706 0.793306 -4.846519  0.43

Force components x, y, z for each atom (eV/Å):
-0.38 -1.08 0.35
0.15 0.09 -0.01
0.01 0.05 0.07
-0.04 -0.12 -0.03
0.04 0.04 -0.01
0.00 -0.02 0.01
0.00 0.01 0.00
0.00 -0.01 0.01
0.00 0.04 -0.02
-0.01 0.00 0.00
0.00 0.00 0.00
0.00 0.00 0.00
0.00 0.00 0.00
-0.01 -0.01 0.00
0.00 0.38 0.15
0.18 0.08 0.36
0.36 0.17 -0.46
0.07 -0.20 0.11
-0.06 0.06 0.01
-0.02 -0.04 0.01
0.05 -0.02 -0.05
-0.19 0.06 0.12
0.05 0.01 -0.02
-0.01 0.00 0.00
0.00 0.00 0.00
-0.03 0.00 0.02
-0.08 -0.12 0.12
0.06 0.06 -0.08
0.39 -0.02 0.36
-0.63 -0.28 -0.41
0.24 0.28 -0.25
-0.02 0.06 -0.05
-0.08 -0.07 0.11
0.04 0.07 -0.06
0.03 -0.02 0.01
-0.01 -0.01 -0.01
0.02 0.00 0.01
-0.01 0.00 0.00
-0.03 0.02 -0.01
-0.01 -0.02 0.01
-0.01 0.15 -0.13
0.02 0.05 -0.03
0.03 0.02 -0.04
-0.01 0.00 0.00
0.00 0.00 0.00
0.00 0.00 0.00
0.01 -0.01 0.00
0.06 0.09 -0.05
-0.30 0.02 -0.03
0.04 -0.06 0.05
0.01 0.01 0.03
0.07 0.35 -0.03
0.25 -0.16 0.06
-0.15 -0.03 -0.03
0.00 0.04 -0.06
-0.11 0.03 0.05
-0.18 -0.19 0.12
0.14 -0.03 -0.17
0.15 0.10 0.02
-0.08 0.13 -0.09
0.02 -0.01 -0.02
-0.01 -0.02 0.00
0.00 0.02 0.00
0.01 0.00 -0.01
0.00 0.01 0.03
0.00 -0.01 -0.02
0.01 0.00 0.00
0.00 -0.01 0.00
0.00 0.00 0.01
-0.02 0.01 0.01
-0.01 -0.01 -0.05
0.03 0.00 0.01
-0.03 0.01 0.03
-0.03 -0.01 0.01
0.01 0.03 -0.04
-0.02 -0.01 -0.01
0.04 -0.01 0.00
-0.01 0.05 -0.01
0.02 -0.03 -0.03
-0.01 -0.01 0.02
-0.02 0.01 -0.02
0.01 -0.02 -0.03
0.02 0.04 0.01
-0.03 -0.02 0.04
0.02 -0.01 0.01
-0.02 0.01 0.00
-0.01 -0.01 0.00

**Charge**: +2
**Frontier orbital gap (spin up / spin down)**: 7.0 / 7.0 eV
**ΔE to the lowest compared entry with this formula, charge and spin**: 0.0 kJ/mol

---

2.
Computed, not measured: 8 unconnected molecules or ions with the total composition C26H60FN2O12 in a non-equilibrium geometry, with ωB97M-V/def2-TZVPD.

Each line ends with the Mulliken charge.
Geometry (Å):
O 1.744312 -1.662359 -0.223477  -0.37
N 1.340142 -0.856048 -0.978311  0.46
O 0.041771 -0.462287 -0.657774  -0.47
C -0.941740 -1.231300 -1.376802  -0.22
N -2.240529 -0.632131 -0.948330  -0.35
C -3.241359 -1.650719 -0.950094  0.01
O -4.327076 -1.546962 -1.430142  -0.64
C -2.516654 -2.843045 -0.241581  0.39
F -2.197230 -2.388639 1.061465  -0.33
C -1.132632 -2.747546 -0.975461  0.26
C -0.928040 -3.611954 -2.272922  0.24
O -1.349010 -3.272633 -3.390835  -0.73
O -0.260472 -4.677811 -2.117852  -0.82
H -0.949043 -1.029999 -2.470595  0.42
H -2.559970 -0.037923 -1.718249  0.34
H -3.032624 -3.816647 -0.297002  0.44
H -0.423906 -3.134258 -0.213650  0.38
C -5.686441 -0.742266 4.766206  -1.39
C -4.759820 -1.185474 3.642840  0.42
C -5.217518 -0.636225 2.301508  -0.60
O -4.725232 -2.611277 3.591927  -0.55
H -6.703112 -1.111812 4.599399  0.35
H -5.352475 -1.150920 5.722594  0.34
H -5.720124 0.346853 4.844266  0.34
H -3.743132 -0.846619 3.850082  0.31
H -6.219668 -1.002188 2.052630  0.38
H -4.551916 -0.969074 1.504610  -0.10
H -5.236269 0.454904 2.306961  0.17
H -5.619392 -2.921683 3.408655  0.35
C 2.680104 -2.666815 -6.559408  -1.60
C 1.988682 -1.950084 -5.407454  1.29
C 1.993081 -2.801251 -4.149634  -1.03
O 0.645098 -1.644494 -5.771460  -0.56
H 2.163411 -3.600187 -6.801075  0.38
H 2.661880 -2.049955 -7.461727  0.38
H 3.719971 -2.897473 -6.314758  0.36
H 2.490791 -1.000370 -5.211935  -0.46
H 1.453924 -3.738760 -4.309439  0.43
H 1.486022 -2.281760 -3.336623  -0.06
H 3.013923 -3.034649 -3.833288  0.48
H 0.186328 -2.476366 -5.942872  0.38
C 5.025205 -4.677081 1.198390  -1.22
C 4.853489 -3.889353 2.488557  0.42
C 3.526954 -4.211118 3.160024  -0.85
O 4.919569 -2.491743 2.205999  -0.55
H 4.236206 -4.427542 0.483548  0.26
H 5.976416 -4.429370 0.721809  0.32
H 4.997826 -5.752708 1.385360  0.36
H 5.675866 -4.118200 3.171149  0.28
H 2.687500 -3.946851 2.510784  0.20
H 3.410807 -3.632849 4.077545  0.12
H 3.455907 -5.273418 3.405199  0.36
H 4.196338 -2.278022 1.602792  0.34
C 3.483326 1.840568 -5.042801  -1.36
C 2.680145 2.041798 -3.766127  0.63
C 3.372347 3.017589 -2.826233  -1.22
O 2.505567 0.792044 -3.108271  -0.36
H 4.470002 1.423428 -4.818642  0.31
H 2.980679 1.131706 -5.702964  0.31
H 3.617201 2.783133 -5.579361  0.42
H 1.684088 2.414973 -4.014704  -0.03
H 4.355399 2.640925 -2.527955  0.45
H 2.790771 3.145540 -1.911378  0.19
H 3.502213 3.995072 -3.297859  0.34
H 3.377589 0.447896 -2.880735  0.26
C -6.421537 4.194463 1.830022  -1.30
C -5.497984 3.747198 0.706404  0.33
C -5.954151 4.298314 -0.635945  -1.26
O -5.467812 2.323632 0.652300  -0.44
H -7.439682 3.829428 1.664075  0.33
H -6.088417 3.784172 2.785492  0.31
H -6.450533 5.283586 1.908611  0.39
H -4.479561 4.081826 0.913220  0.25
H -6.956912 3.936647 -0.883269  0.36
H -5.289283 3.962087 -1.433294  0.32
H -5.969055 5.390416 -0.631025  0.37
H -6.362778 2.013466 0.469414  0.30
C 0.296252 5.700910 -3.678983  -0.96
C -0.190267 6.063323 -2.283750  0.34
C 0.678090 5.421500 -1.213136  -1.04
O -1.541411 5.634695 -2.123603  -0.52
H 0.251689 4.619256 -3.836642  0.09
H -0.340909 6.159298 -4.437900  0.32
H 1.324354 6.033949 -3.838325  0.35
H -0.181431 7.148677 -2.162139  0.26
H 0.646940 4.330764 -1.289024  0.14
H 0.312984 5.680105 -0.217314  0.34
H 1.717118 5.746994 -1.300385  0.37
H -1.562912 4.675715 -2.228718  0.34
C 3.948916 -0.337820 5.856491  -1.20
C 2.925782 -1.160329 6.624818  0.31
C 3.186361 -1.108527 8.122958  -1.22
O 2.971524 -2.513407 6.178797  -0.54
H 4.959306 -0.725443 6.018264  0.32
H 3.756294 -0.392282 4.783670  0.29
H 3.924500 0.710254 6.163413  0.40
H 1.921833 -0.787085 6.414190  0.27
H 4.171674 -1.521452 8.359970  0.32
H 2.451349 -1.710905 8.660552  0.32
H 3.139125 -0.083619 8.497405  0.37
H 3.855076 -2.856017 6.358868  0.34

Force components x, y, z for each atom (eV/Å):
-0.06 0.42 -0.11
0.83 -0.78 -0.04
-0.61 -0.24 0.16
-2.47 0.13 0.91
-0.87 -0.22 -1.98
2.02 -0.23 1.33
-0.70 -0.09 0.02
1.16 1.38 -1.45
-0.93 -0.78 -0.27
0.43 -0.42 -0.31
1.09 -2.56 -0.53
-0.92 1.63 0.26
-0.30 0.78 1.06
1.05 -0.73 0.60
0.17 0.51 0.65
0.34 0.53 0.45
-0.13 0.55 -0.72
0.13 0.04 0.26
-0.72 -0.09 -0.26
0.19 0.07 -0.09
0.29 -0.09 0.21
0.01 0.07 -0.12
0.04 0.05 -0.03
-0.04 -0.02 0.00
0.03 -0.21 -0.03
-0.04 0.02 0.13
0.03 0.07 0.07
0.01 -0.04 -0.07
0.07 0.07 -0.05
0.13 0.17 -0.21
-0.26 -0.69 0.02
0.07 0.05 0.15
0.18 0.42 -0.28
0.03 -0.03 0.14
0.04 0.03 0.05
-0.02 -0.04 -0.02
-0.19 0.05 -0.03
0.00 0.03 0.04
0.03 -0.01 -0.06
0.00 -0.01 0.00
-0.07 0.04 0.34
0.26 -0.04 -0.08
-0.65 -0.07 -0.45
0.04 0.02 0.26
0.29 0.14 0.17
-0.08 -0.05 0.11
0.01 -0.03 0.07
-0.03 0.02 -0.04
0.05 0.21 -0.03
0.07 -0.10 -0.09
0.01 -0.04 -0.04
-0.04 0.01 -0.04
0.02 -0.06 0.05
-0.14 0.01 -0.25
0.74 -0.24 0.12
-0.15 0.21 0.12
-0.31 0.21 -0.15
0.01 0.10 0.09
-0.05 0.09 0.02
0.04 -0.03 0.00
-0.05 -0.18 0.07
0.02 -0.01 -0.14
-0.03 0.01 -0.07
0.03 -0.01 0.04
-0.09 -0.01 0.02
0.11 0.06 0.23
-0.69 -0.11 -0.17
0.18 0.08 -0.16
0.30 0.07 0.11
0.01 0.06 -0.12
0.05 0.04 -0.04
-0.04 -0.03 0.01
0.02 -0.20 -0.01
-0.03 0.05 0.12
0.03 0.04 0.07
-0.02 -0.03 -0.03
0.08 0.00 -0.03
-0.02 0.18 -0.18
0.15 -0.72 -0.09
0.04 0.13 0.22
-0.15 0.31 0.04
0.08 0.00 0.11
0.04 0.04 0.05
-0.01 -0.05 -0.01
-0.20 -0.04 0.02
0.04 0.03 -0.12
0.02 0.06 -0.05
-0.01 -0.05 0.01
0.02 0.06 0.03
-0.11 0.13 -0.23
0.69 -0.04 0.17
-0.22 -0.02 0.16
-0.32 -0.06 0.00
-0.03 0.02 0.11
-0.03 0.00 0.05
0.03 -0.03 0.00
-0.01 -0.20 -0.07
0.04 0.10 -0.09
-0.02 0.06 -0.04
0.03 -0.03 0.01
-0.05 0.07 -0.02

**Charge**: -1
**Frontier orbital gap**: 7.0 eV